C5H13O3 | ωB97M-V with the def2-TZVPD basis set

CARTESIAN COORDINATES (ANGSTROEM)
C  0.088  -0.091  2.083
O  0.175  0.005  3.362
C  -1.095  0.697  1.443
C  -1.262  0.702  -0.080
C  -1.187  -0.666  -0.737
C  -2.168  -1.255  -1.390
H  -0.191  -1.154  1.821
H  1.014  0.449  1.359
H  -1.998  0.081  1.663
H  -1.186  1.673  1.886
H  -0.596  1.304  -0.691
H  -2.264  1.112  -0.293
H  -0.180  -0.994  -0.626
H  -3.211  -0.975  -1.342
H  -2.122  -2.276  -1.808
H  2.497  0.481  -2.003
H  3.871  0.927  -2.445
O  3.066  0.542  -2.798
H  2.631  -0.858  0.220
H  1.718  0.327  0.605
O  2.402  -0.032  -0.229

Lowest unoccupied orbital energy = 0.1370 Eh
HOMO energy = -3.4 eV
Total charge = -1
Frontier orbital gap = 7.149 eV



C5H13OP | ωB97M-V with the def2-TZVPD basis set

CARTESIAN COORDINATES (ANGSTROEM)
C  -1.353  -0.653  -0.706
C  -0.572  0.456  1.487
C  -0.686  1.820  -0.580
C  1.699  -1.773  0.062
C  -0.451  0.394  -0.028
O  2.169  1.039  0.331
P  1.340  0.037  -0.288
H  -1.024  -0.961  -1.714
H  -1.425  -1.533  -0.140
H  -2.386  -0.157  -0.470
H  -1.490  1.089  1.738
H  0.314  0.737  2.078
H  -0.779  -0.664  1.820
H  0.168  2.441  -0.407
H  -0.946  1.685  -1.673
H  -1.538  2.353  -0.046
H  1.775  -2.075  1.048
H  1.038  -2.454  -0.664
H  2.718  -1.846  -0.203
H  1.428  0.066  -1.646

SMILES string = C[P@H](=O)C(C)(C)C
Lowest unoccupied orbital energy = 0.0295 Eh
HOMO energy = -9.8 eV
Frontier orbital gap = 10.567 eV



C5H13P | ωB97M-V with the def2-TZVPD basis set

CARTESIAN COORDINATES (ANGSTROEM)
C  -0.655  -1.442  -0.947
C  -2.159  -1.410  -0.863
C  2.151  -0.323  0.123
C  0.179  0.899  1.750
C  0.079  1.358  -0.890
P  0.288  -0.148  0.171
H  -0.260  -2.397  -0.506
H  -2.405  -0.490  -1.193
H  -2.441  -2.199  -1.528
H  -2.478  -1.445  0.271
H  2.381  -1.096  0.709
H  2.425  -0.448  -0.867
H  2.587  0.683  0.556
H  1.047  1.602  2.003
H  -0.648  1.650  1.736
H  0.157  0.434  2.686
H  0.866  2.253  -0.801
H  0.073  1.118  -1.849
H  -0.755  1.917  -0.767

SMILES string = CC=P(C)(C)C
Lowest unoccupied orbital energy = 0.0236 Eh
HOMO energy = -7.1 eV
Frontier orbital gap = 7.791 eV



C5H14 | ωB97M-V with the def2-TZVPD basis set

CARTESIAN COORDINATES (ANGSTROEM)
C  0.768  2.097  1.011
C  -0.237  2.362  -0.118
C  0.695  0.663  1.539
H  0.793  2.877  1.766
H  1.728  2.217  0.500
H  -0.532  3.408  -0.247
H  0.153  2.047  -1.101
H  1.337  -0.073  1.052
H  -1.155  1.758  -0.080
H  -0.354  0.355  1.557
H  0.984  0.633  2.594
C  -0.261  -1.834  -1.555
C  -0.812  -2.790  -0.517
H  -0.300  -0.788  -1.251
H  0.800  -1.962  -1.809
H  -0.789  -1.824  -2.508
H  -0.582  -3.811  -0.858
H  -1.892  -2.680  -0.436
H  -0.344  -2.655  0.461

Lowest unoccupied orbital energy (spin up / spin down) = 0.1550 / 0.1565 Eh
Multiplicity = 2
HOMO energy (spin up / spin down) = 1.6 / -7.5 eV
Total charge = -1
Frontier orbital gap (spin up / spin down) = 2.667 / 11.735 eV



C5H14 | ωB97M-V with the def2-TZVPD basis set

CARTESIAN COORDINATES (ANGSTROEM)
C  1.719  -0.113  -1.225
C  0.715  0.387  -2.290
C  1.898  0.754  0.017
H  2.633  -0.510  -1.674
H  1.421  -1.125  -0.891
H  0.539  1.454  -2.215
H  1.191  0.099  -3.204
H  2.939  0.930  0.291
H  -0.205  -0.196  -2.301
H  1.253  0.692  0.889
H  1.628  1.756  -0.356
C  -2.698  -0.712  1.806
C  -1.280  -0.273  1.443
H  -2.678  -1.444  2.620
H  -3.293  0.114  2.184
H  -3.085  -1.265  0.955
H  -1.292  0.213  0.475
H  -0.789  0.366  2.176
H  -0.615  -1.126  1.301

SMILES string = CCC.CC
Lowest unoccupied orbital energy = 0.0411 Eh
HOMO energy = -10.8 eV
Frontier orbital gap = 11.880 eV



C5H14 | ωB97M-V with the def2-TZVPD basis set

CARTESIAN COORDINATES (ANGSTROEM)
C  1.777  -0.295  1.641
C  1.304  -1.579  0.932
C  0.670  0.734  1.849
H  2.138  -0.614  2.617
H  2.613  0.151  1.104
H  0.233  -1.634  0.748
H  1.524  -2.440  1.577
H  0.371  1.117  0.873
H  -0.185  0.299  2.332
H  1.868  -1.843  0.045
H  0.998  1.517  2.526
C  -0.959  0.799  -1.804
C  -2.372  0.434  -2.257
H  -0.265  0.268  -2.447
H  -0.776  1.852  -1.605
H  -0.685  0.287  -0.878
H  -3.089  0.154  -1.490
H  -2.844  1.225  -2.840
H  -2.322  -0.433  -2.924

SMILES string = CCC.CC
Lowest unoccupied orbital energy = 0.0415 Eh
HOMO energy = -11.2 eV
Frontier orbital gap = 12.293 eV



C5H14 | ωB97M-V with the def2-TZVPD basis set

CARTESIAN COORDINATES (ANGSTROEM)
C  -1.728  -0.547  -1.279
C  -0.734  -1.496  -0.641
C  -2.297  0.486  -0.283
H  -2.562  -1.129  -1.675
H  -1.295  -0.103  -2.173
H  -0.424  -2.272  -1.348
H  0.176  -0.960  -0.353
H  -1.995  1.518  -0.487
H  -1.142  -1.955  0.265
H  -1.938  0.256  0.716
H  -3.385  0.504  -0.310
C  2.134  1.008  0.261
C  2.182  0.421  1.671
H  2.311  0.286  -0.546
H  1.159  1.430  -0.023
H  2.852  1.814  0.138
H  1.235  0.041  2.037
H  2.836  -0.457  1.683
H  2.616  1.155  2.345

SMILES string = CCC.CC
Lowest unoccupied orbital energy = 0.0420 Eh
HOMO energy = -11.2 eV
Frontier orbital gap = 12.377 eV



C5H14 | ωB97M-V with the def2-TZVPD basis set

CARTESIAN COORDINATES (ANGSTROEM)
C  0.818  -2.425  -2.133
C  1.966  -1.692  -1.441
H  -0.076  -1.798  -2.171
H  1.064  -2.579  -3.187
H  0.531  -3.365  -1.669
H  2.733  -2.371  -1.076
H  1.674  -1.080  -0.590
H  2.437  -1.026  -2.165
C  -0.723  1.829  1.588
C  -1.813  0.857  2.059
C  -0.358  1.627  0.108
H  -1.024  2.838  1.842
H  0.168  1.717  2.220
H  -2.768  1.166  1.639
H  -0.902  0.740  -0.226
H  -1.925  0.899  3.139
H  -1.587  -0.169  1.784
H  -0.726  2.443  -0.510
H  0.706  1.412  0.040

SMILES string = CCC.CC
Lowest unoccupied orbital energy = 0.0411 Eh
HOMO energy = -11.3 eV
Frontier orbital gap = 12.465 eV



C5H14 | ωB97M-V with the def2-TZVPD basis set

CARTESIAN COORDINATES (ANGSTROEM)
C  2.433  1.165  1.459
C  1.123  0.478  1.780
H  3.191  0.447  1.160
H  2.356  1.819  0.583
H  2.844  1.711  2.312
H  1.293  -0.507  2.226
H  0.483  0.999  2.496
H  0.516  0.248  0.910
C  -1.692  -0.730  -0.808
C  -1.366  0.715  -1.180
C  -0.658  -1.706  -1.337
H  -1.809  -0.806  0.272
H  -2.702  -1.006  -1.145
H  -0.635  0.748  -1.982
H  -0.994  1.288  -0.333
H  -0.603  -1.611  -2.426
H  0.326  -1.464  -0.933
H  -2.250  1.302  -1.444
H  -0.856  -2.754  -1.090

SMILES string = CCC.CC
Lowest unoccupied orbital energy = 0.0425 Eh
HOMO energy = -11.2 eV
Frontier orbital gap = 12.313 eV



C5H14 | ωB97M-V with the def2-TZVPD basis set

CARTESIAN COORDINATES (ANGSTROEM)
C  0.023  0.498  -1.781
C  -0.518  -0.851  -2.286
C  -0.975  1.320  -0.961
H  0.994  0.202  -1.372
H  0.311  1.139  -2.618
H  -0.075  -1.081  -3.262
H  -0.860  1.256  0.124
H  -1.588  -0.758  -2.480
H  -0.324  -1.728  -1.674
H  -0.917  2.372  -1.216
H  -1.946  0.833  -1.061
C  0.733  0.236  2.736
C  0.774  -1.045  1.912
H  -0.311  0.543  2.847
H  0.952  0.071  3.798
H  1.344  1.037  2.332
H  0.791  -0.878  0.827
H  -0.135  -1.613  2.084
H  1.730  -1.553  2.050

SMILES string = CCC.CC
Lowest unoccupied orbital energy = 0.0431 Eh
HOMO energy = -11.0 eV
Frontier orbital gap = 12.197 eV



C5H14 | ωB97M-V with the def2-TZVPD basis set

CARTESIAN COORDINATES (ANGSTROEM)
C  -2.557  -0.973  -0.048
C  -2.899  0.139  -1.030
H  -1.778  -1.635  -0.429
H  -2.195  -0.600  0.907
H  -3.429  -1.586  0.164
H  -3.562  0.860  -0.547
H  -3.410  -0.203  -1.928
H  -1.989  0.669  -1.316
C  2.190  -0.186  0.232
C  2.103  0.374  1.664
C  1.403  0.648  -0.797
H  3.213  -0.279  -0.120
H  1.811  -1.210  0.252
H  1.912  1.447  1.637
H  1.894  0.694  -1.765
H  3.023  0.174  2.206
H  1.228  -0.035  2.172
H  0.452  0.174  -1.037
H  1.208  1.644  -0.442

SMILES string = CCC.CC
Lowest unoccupied orbital energy = 0.0416 Eh
HOMO energy = -11.3 eV
Frontier orbital gap = 12.414 eV



C5H14 | ωB97M-V with the def2-TZVPD basis set

CARTESIAN COORDINATES (ANGSTROEM)
C  0.528  0.426  2.001
C  1.383  1.283  1.189
C  0.737  -1.031  1.733
H  0.622  0.564  3.085
H  -0.398  0.854  2.026
H  0.929  1.887  0.344
H  2.244  0.851  0.493
H  0.554  -1.608  0.812
H  1.756  -1.285  1.872
H  1.869  2.141  1.727
H  0.181  -1.592  2.616
C  -1.292  0.470  -2.232
C  -1.326  -1.054  -2.278
H  -1.725  0.939  -3.149
H  -1.785  0.754  -1.340
H  -0.225  0.745  -2.094
H  -2.110  -1.454  -2.858
H  -1.627  -1.416  -1.305
H  -0.316  -1.472  -2.643

SMILES string = CCC.CC
Lowest unoccupied orbital energy = 0.0410 Eh
HOMO energy = -10.6 eV
Frontier orbital gap = 11.760 eV



C5H14 | ωB97M-V with the def2-TZVPD basis set

CARTESIAN COORDINATES (ANGSTROEM)
C  -0.671  0.817  2.206
C  -1.185  1.957  1.319
C  -0.864  -0.478  1.432
H  0.398  0.987  2.377
H  -1.083  0.906  3.210
H  -2.261  2.063  1.258
H  -0.109  -0.570  0.656
H  -0.695  -1.314  2.149
H  -0.875  2.127  0.284
H  -0.905  2.891  1.844
H  -1.840  -0.689  1.004
C  1.820  -0.976  -1.765
C  0.595  -1.135  -2.683
H  1.969  0.084  -1.595
H  1.891  -1.543  -0.827
H  2.793  -1.267  -2.189
H  0.634  -2.061  -3.283
H  0.589  -0.300  -3.374
H  -0.201  -1.500  -2.024

SMILES string = CCC.CC
Lowest unoccupied orbital energy = 0.0406 Eh
HOMO energy = -11.1 eV
Frontier orbital gap = 12.155 eV



C5H14 | ωB97M-V with the def2-TZVPD basis set

CARTESIAN COORDINATES (ANGSTROEM)
C  -2.064  0.261  0.418
C  -2.761  1.350  1.115
H  -1.181  0.690  -0.041
H  -1.694  -0.600  1.063
H  -2.581  -0.230  -0.484
H  -2.562  1.314  2.178
H  -3.887  1.307  1.007
H  -2.601  2.283  0.591
C  1.957  -1.068  -0.808
C  1.846  0.353  -1.448
C  1.255  -1.064  0.623
H  1.384  -1.612  -1.465
H  3.052  -1.318  -0.581
H  1.766  1.104  -0.653
H  0.872  0.525  -1.857
H  0.470  -0.305  0.757
H  0.918  -2.041  0.769
H  2.681  0.562  -2.032
H  1.969  -0.670  1.341

SMILES string = CCC.CC
Lowest unoccupied orbital energy = 0.0410 Eh
HOMO energy = -11.1 eV
Frontier orbital gap = 12.169 eV



C5H14 | ωB97M-V with the def2-TZVPD basis set

CARTESIAN COORDINATES (ANGSTROEM)
C  0.744  0.844  2.524
C  1.092  -0.552  1.964
H  0.400  1.479  1.706
H  -0.006  0.800  3.308
H  1.624  1.358  2.927
H  0.179  -0.924  1.522
H  1.442  -1.148  2.804
H  1.903  -0.518  1.247
C  -0.194  -0.306  -1.233
C  -1.272  0.633  -0.709
C  -0.409  -0.650  -2.710
H  0.736  0.251  -1.192
H  -0.120  -1.260  -0.715
H  -1.082  1.645  -1.066
H  -0.590  0.266  -3.282
H  0.458  -1.116  -3.183
H  -1.429  0.525  0.366
H  -2.271  0.405  -1.099
H  -1.269  -1.290  -2.878

SMILES string = CCC.CC
Lowest unoccupied orbital energy = 0.0428 Eh
HOMO energy = -11.4 eV
Frontier orbital gap = 12.585 eV



C5H14 | ωB97M-V with the def2-TZVPD basis set

CARTESIAN COORDINATES (ANGSTROEM)
C  2.087  1.133  0.017
C  2.403  0.326  1.296
H  2.475  0.628  -0.872
H  1.018  1.295  -0.141
H  2.582  2.107  0.041
H  1.548  0.283  1.972
H  3.200  0.845  1.832
H  2.773  -0.677  1.089
C  -1.809  -1.082  -0.734
C  -0.862  -0.973  0.470
C  -2.300  0.278  -1.246
H  -1.260  -1.553  -1.547
H  -2.648  -1.715  -0.461
H  -1.024  -0.066  1.047
H  0.182  -1.019  0.170
H  -2.274  1.023  -0.452
H  -1.719  0.674  -2.074
H  -1.028  -1.806  1.155
H  -3.344  0.298  -1.561

SMILES string = CCC.CC
Lowest unoccupied orbital energy = 0.0429 Eh
HOMO energy = -11.4 eV
Frontier orbital gap = 12.610 eV



C5H14 | ωB97M-V with the def2-TZVPD basis set

CARTESIAN COORDINATES (ANGSTROEM)
C  -1.845  -0.835  -1.345
C  -0.398  -0.467  -1.679
C  -1.929  -1.813  -0.173
H  -2.453  0.044  -1.133
H  -2.245  -1.343  -2.215
H  0.262  -1.277  -1.336
H  -1.684  -2.820  -0.534
H  -1.308  -1.554  0.680
H  0.056  0.374  -1.157
H  -0.228  -0.358  -2.745
H  -2.971  -1.983  0.120
C  2.348  1.110  1.873
C  1.362  1.912  1.021
H  1.861  0.781  2.786
H  2.789  0.296  1.308
H  3.189  1.735  2.187
H  0.657  2.489  1.618
H  1.782  2.522  0.224
H  0.756  1.186  0.501

SMILES string = CCC.CC
Lowest unoccupied orbital energy = 0.0405 Eh
HOMO energy = -11.3 eV
Frontier orbital gap = 12.414 eV



C5H14 | ωB97M-V with the def2-TZVPD basis set

CARTESIAN COORDINATES (ANGSTROEM)
C  -2.125  1.131  -0.823
C  -1.424  0.578  -2.071
H  -2.801  2.118  -1.180
H  -2.756  0.485  -0.316
H  -1.378  1.606  -0.251
H  -1.432  -0.439  -2.341
H  -0.379  0.602  -1.989
H  -1.843  0.989  -2.961
C  1.349  -0.899  0.571
C  2.491  -0.190  1.245
C  0.081  -1.042  1.398
H  0.954  -0.252  -0.400
H  1.662  -1.930  0.006
H  2.146  0.868  1.493
H  3.314  0.134  0.589
H  0.226  -1.290  2.503
H  -0.432  -0.053  1.393
H  2.922  -0.684  2.151
H  -0.576  -1.732  0.983

SMILES string = CCC.CC
Lowest unoccupied orbital energy = 0.0411 Eh
HOMO energy = -10.7 eV
Frontier orbital gap = 11.840 eV



C5H14 | ωB97M-V with the def2-TZVPD basis set

CARTESIAN COORDINATES (ANGSTROEM)
C  0.366  0.542  -1.045
C  0.536  1.137  -2.480
C  1.918  0.062  -0.830
H  -0.322  -0.302  -0.995
H  0.131  1.315  -0.427
H  -0.555  1.418  -2.644
H  1.040  2.197  -2.343
H  1.979  0.374  0.195
H  1.111  0.713  -3.372
H  2.602  0.664  -1.544
H  2.095  -1.061  -0.890
C  -1.325  -0.783  1.363
C  -1.455  -0.992  2.844
H  -2.363  -0.651  0.903
H  -0.764  0.113  1.082
H  -0.756  -1.678  0.930
H  -2.124  -0.258  3.313
H  -1.666  -1.985  3.178
H  -0.651  -0.657  3.500

Lowest unoccupied orbital energy (spin up / spin down) = -0.1161 / -0.3704 Eh
Multiplicity = 2
HOMO energy (spin up / spin down) = -14.3 / -14.3 eV
Total charge = +1
Frontier orbital gap (spin up / spin down) = 11.175 / 4.250 eV



C5H14 | ωB97M-V with the def2-TZVPD basis set

CARTESIAN COORDINATES (ANGSTROEM)
C  0.422  -1.821  -1.259
C  0.857  -2.661  -0.144
H  -0.623  -1.435  -1.196
H  1.007  -0.949  -1.118
H  0.444  -2.307  -2.202
H  0.123  -3.572  0.048
H  1.197  -2.197  0.821
H  1.804  -3.016  -0.457
C  0.080  1.554  0.350
C  -0.433  1.517  1.779
C  -0.988  1.674  -0.694
H  0.802  2.526  0.396
H  0.684  0.758  0.134
H  -0.913  0.548  1.762
H  -1.678  0.761  -0.721
H  -1.184  2.350  2.022
H  0.354  1.601  2.567
H  -1.530  2.575  -0.412
H  -0.425  2.094  -1.675

Lowest unoccupied orbital energy (spin up / spin down) = -0.1224 / -0.4040 Eh
Multiplicity = 2
HOMO energy (spin up / spin down) = -14.7 / -14.7 eV
Total charge = +1
Frontier orbital gap (spin up / spin down) = 11.387 / 3.674 eV



For the records above, the corresponding relative energy (zero: lowest compared OMol25 entry of this formula, charge and spin) values read 226.4, 54.7, 360.3, 35.2, 79.4, 47.6, 25.1, 29.2, 23.5, 60.2, 23.5, 164.9, 91.2, 130.1, 24.1, 31.2, 34.8, 169.3, 116.0, 152.5 kJ/mol.
For the records above, the corresponding total energy values read -423.94738, -614.87868, -539.49360, -198.81912, -198.85891, -198.87105, -198.87962, -198.87802, -198.88020, -198.86622, -198.88022, -198.82635, -198.85441, -198.83959, -198.87999, -198.87726, -198.87589, -198.82468, -198.44278, -198.42886 hartree.